No. 1
{
  "formula": "C42H43Cl5N2O3P2PdS4",
  "method": "ωB97M-V/def2-TZVPD",
  "orbital_gap_ev": [5.098, 5.099],
  "largest_force_ev_per_a": 0.59,
  "mol_weight_g_mol": 1097.7,
  "e_lumo_ha": [-0.063, -0.063],
  "elements": ["Pd", "S", "C", "N", "C", "C", "N", "C", "C", "C", "C", "C", "C", "C", "C", "S", "C", "C", "C", "C", "C", "C", "C", "H", "H", "H", "H", "H", "H", "H", "H", "H", "H", "H", "H", "H", "H", "H", "H", "H", "H", "S", "P", "S", "C", "C", "C", "C", "C", "C", "C", "C", "C", "C", "C", "C", "H", "H", "H", "H", "H", "H", "H", "H", "H", "H", "C", "C", "O", "P", "O", "C", "C", "O", "C", "C", "H", "H", "H", "H", "H", "H", "H", "H", "H", "H", "H", "H", "H", "H", "H", "Cl", "C", "C", "C", "Cl", "C", "Cl", "C", "Cl", "C", "Cl"],
  "xyz": [[1.048495, -2.179271, -0.614352], [-0.224290, -0.274002, -1.218272], [-1.721155, -0.674439, -0.624018], [-2.608542, 0.259796, -0.279701], [-3.863717, -0.104392, 0.359264], [-4.401000, -1.354947, -0.269968], [-3.379735, -2.398895, -0.172879], [-3.888429, -3.765987, -0.018577], [-4.721456, -3.889535, 1.231684], [-4.177874, -3.518224, 2.458921], [-4.926186, -3.639139, 3.617737], [-6.221989, -4.137895, 3.560394], [-6.765370, -4.512316, 2.342104], [-6.016748, -4.384269, 1.179117], [-2.110317, -2.126670, -0.450457], [-0.979935, -3.343617, -0.694770], [-2.428326, 1.685541, -0.579734], [-3.311800, 2.099468, -1.727598], [-4.450358, 2.864408, -1.507241], [-5.282466, 3.212723, -2.563814], [-4.979804, 2.793739, -3.849220], [-3.839296, 2.033349, -4.079044], [-3.009347, 1.689677, -3.025132], [-4.566200, 0.716497, 0.229068], [-3.699199, -0.255710, 1.431005], [-4.649929, -1.188265, -1.323077], [-5.289480, -1.702207, 0.253005], [-3.036128, -4.439671, 0.027403], [-4.469632, -4.024328, -0.908144], [-3.162922, -3.138683, 2.505813], [-4.496735, -3.350930, 4.567929], [-6.804369, -4.235848, 4.466710], [-7.774052, -4.900518, 2.293080], [-6.444602, -4.671556, 0.225725], [-1.373650, 1.854728, -0.780357], [-2.661501, 2.246509, 0.326732], [-4.677611, 3.205762, -0.503154], [-6.163033, 3.814379, -2.381043], [-5.625424, 3.064737, -4.674056], [-3.592797, 1.717395, -5.084125], [-2.113411, 1.106765, -3.205301], [2.650803, 3.128119, 3.139636], [1.221245, 3.064134, 1.785916], [0.269859, 1.322919, 1.470642], [1.848903, 3.688526, 0.178603], [2.561279, 4.887455, 0.158066], [3.016196, 5.411275, -1.040148], [2.764608, 4.744817, -2.235269], [2.059479, 3.552183, -2.221141], [1.605708, 3.026759, -1.015575], [-0.061533, 4.332557, 2.126363], [-0.074016, 5.035105, 3.321871], [-1.073954, 5.967817, 3.576108], [-2.060469, 6.207893, 2.633717], [-2.044615, 5.516224, 1.426566], [-1.051837, 4.584445, 1.178825], [2.766320, 5.396920, 1.091996], [3.568866, 6.342083, -1.045469], [3.119610, 5.157124, -3.171539], [1.862064, 3.023832, -3.146553], [1.059653, 2.092317, -0.991502], [0.706009, 4.838593, 4.047396], [-1.076699, 6.509565, 4.513542], [-2.836383, 6.936706, 2.831196], [-2.803216, 5.711612, 0.677926], [-1.031100, 4.055414, 0.232827], [6.423151, -2.601259, -1.415871], [4.922019, -2.767219, -1.387101], [4.399791, -1.934980, -0.335294], [3.043797, -1.089424, -0.461358], [3.199583, -0.188194, -1.755688], [4.305621, 0.754406, -1.853285], [4.737785, 0.819031, -3.295647], [3.243676, -0.064343, 0.694070], [3.552450, -0.323300, 2.087340], [4.961482, 0.134080, 2.366779], [6.858669, -3.289341, -2.141233], [6.847529, -2.819067, -0.436192], [6.698475, -1.583676, -1.694337], [4.643908, -3.799063, -1.176362], [4.473545, -2.477815, -2.340104], [5.115813, 0.426427, -1.199429], [3.942182, 1.713695, -1.490986], [5.059673, -0.160370, -3.652128], [5.572093, 1.514274, -3.396954], [3.921357, 1.169663, -3.927371], [3.418630, -1.384252, 2.295624], [2.818452, 0.252104, 2.648860], [5.682034, -0.445293, 1.787390], [5.182063, 0.005034, 3.426974], [5.057070, 1.191686, 2.121654], [1.379924, -3.188167, 2.466935], [2.006420, -4.282607, 1.277330], [1.922754, -3.915538, -0.057417], [2.319065, -4.853746, -0.996883], [2.137198, -4.464587, -2.680335], [2.851463, -6.090386, -0.636912], [3.360684, -7.213763, -1.836177], [2.977740, -6.409053, 0.713980], [3.653307, -7.917142, 1.185633], [2.541389, -5.503325, 1.680651], [2.662775, -5.903057, 3.348217]],
  "forces_ev_per_a": [[0.0, 0.1, 0.0], [0.3, -0.1, -0.5], [-0.3, 0.1, 0.3], [0.1, -0.3, -0.3], [-0.1, 0.0, 0.1], [0.1, 0.0, 0.0], [0.0, 0.0, -0.2], [0.0, 0.0, 0.0], [0.0, 0.0, 0.0], [0.0, 0.0, 0.0], [0.0, 0.0, 0.0], [0.0, 0.0, 0.0], [0.0, 0.0, 0.0], [0.0, 0.0, 0.0], [0.0, 0.0, 0.1], [0.0, 0.0, 0.2], [0.1, 0.2, 0.2], [0.0, 0.0, 0.0], [0.0, 0.0, 0.0], [0.0, 0.0, 0.0], [0.0, 0.0, 0.0], [0.0, 0.0, 0.0], [0.0, 0.0, 0.0], [0.0, 0.0, 0.0], [0.0, 0.0, 0.0], [0.0, 0.0, 0.0], [0.0, 0.0, 0.0], [0.0, 0.0, 0.0], [0.0, 0.0, 0.0], [0.0, 0.0, 0.0], [0.0, 0.0, 0.0], [0.0, 0.0, 0.0], [0.0, 0.0, 0.0], [0.0, 0.0, 0.0], [0.0, 0.0, 0.0], [0.0, 0.0, 0.0], [0.0, 0.0, 0.0], [0.0, 0.0, 0.0], [0.0, 0.0, 0.0], [0.0, 0.0, 0.0], [0.0, 0.0, 0.0], [0.1, 0.1, 0.0], [-0.1, -0.3, 0.0], [0.0, 0.2, 0.2], [0.0, 0.0, 0.0], [0.0, 0.0, 0.0], [0.0, 0.0, 0.0], [0.0, 0.0, 0.0], [0.0, 0.0, 0.0], [-0.1, 0.0, 0.0], [0.0, 0.0, 0.0], [0.0, 0.0, 0.0], [0.0, 0.0, 0.0], [0.0, 0.0, 0.0], [0.0, 0.0, 0.0], [0.0, 0.0, 0.0], [0.0, 0.0, 0.0], [0.0, 0.0, 0.0], [0.0, 0.0, 0.0], [0.0, 0.0, 0.0], [0.0, 0.0, 0.0], [0.0, 0.0, 0.0], [0.0, 0.0, 0.0], [0.0, 0.0, 0.0], [0.0, 0.0, 0.0], [0.0, 0.0, 0.0], [0.0, 0.0, 0.0], [0.0, 0.0, 0.0], [-0.1, 0.0, 0.0], [-0.1, -0.1, 0.0], [0.0, 0.0, 0.0], [0.0, 0.0, 0.0], [0.0, 0.0, 0.0], [0.0, 0.1, -0.1], [0.0, -0.1, 0.1], [0.0, 0.0, -0.1], [0.0, 0.0, 0.0], [0.0, 0.0, 0.0], [0.0, 0.0, 0.0], [0.0, 0.0, 0.0], [0.0, 0.0, 0.0], [0.0, 0.0, 0.0], [0.0, 0.0, 0.0], [0.0, 0.0, 0.0], [0.0, 0.0, 0.0], [0.0, 0.0, 0.0], [0.0, 0.0, 0.0], [0.0, 0.0, 0.0], [0.0, 0.0, 0.0], [0.0, 0.0, 0.0], [0.0, 0.0, 0.0], [0.0, 0.0, 0.0], [0.0, 0.0, 0.1], [-0.1, 0.1, 0.0], [0.0, -0.1, -0.1], [0.0, 0.0, 0.0], [0.0, 0.0, 0.0], [0.0, 0.0, 0.0], [0.0, 0.1, 0.0], [0.0, 0.0, 0.0], [0.0, 0.0, 0.0], [0.0, 0.0, 0.0]]
}



No. 2
{
  "formula": "C4H16N2O5",
  "method": "ωB97M-V/def2-TZVPD",
  "spin_multiplicity": 2,
  "orbital_gap_ev": [10.452, 4.656],
  "largest_force_ev_per_a": 5.33,
  "mol_weight_g_mol": 172.2,
  "e_lumo_ha": [-0.111, -0.323],
  "charge": 1,
  "elements": ["C", "N", "C", "O", "C", "C", "O", "N", "H", "H", "H", "H", "H", "H", "H", "H", "H", "H", "H", "H", "O", "H", "H", "O", "H", "H", "O"],
  "xyz": [[0.132562, -0.814575, -0.169465], [-0.016251, -2.070782, 0.670797], [-0.251499, -3.176673, -0.129593], [-0.548416, -3.150790, -1.321975], [-0.249946, 0.564509, 0.503088], [-0.738071, 1.395133, -0.777765], [-0.679025, 2.807983, -0.608577], [-1.026905, 0.311747, 1.666547], [-0.625968, -0.814128, -0.984175], [1.046989, -0.873858, -0.665135], [0.197980, -2.065796, 1.623100], [-0.378304, -4.213694, 0.294391], [0.728905, 0.953034, 0.681515], [-0.220333, 1.058698, -1.623896], [-1.818723, 1.251700, -0.924450], [0.212928, 3.074794, -0.487972], [-1.724012, -0.342408, 1.387654], [-1.383065, 1.156447, 2.123196], [3.846627, 0.782929, 0.259236], [3.342870, 0.808337, -1.223212], [3.059874, 0.652556, -0.272394], [2.034002, 2.127796, -0.082225], [2.395086, 3.388753, 0.892516], [1.933399, 3.057459, 0.184102], [-3.485219, -2.663248, -0.467388], [-2.434545, -1.444869, -0.307113], [-3.350941, -1.761042, -0.240794]],
  "forces_ev_per_a": [[-3.5, -0.8, 0.8], [-0.7, 1.4, -3.9], [-1.7, -1.9, -0.7], [0.9, 1.1, 1.3], [2.5, -3.3, 1.1], [-3.2, 4.2, 0.9], [-1.8, -3.0, 0.0], [0.4, 2.6, -2.8], [0.5, -1.2, 0.3], [1.8, 0.7, -0.5], [0.5, -0.4, 1.4], [0.7, 1.2, 0.8], [0.3, 1.3, 1.0], [1.4, -0.6, -0.9], [0.3, -0.6, 0.1], [2.3, 1.0, 0.3], [-1.1, -1.0, 0.8], [0.2, -0.4, 0.4], [0.3, 0.0, 0.1], [-0.2, -0.4, 1.7], [-0.1, 0.0, -2.0], [1.4, 0.4, 1.0], [1.9, 0.5, 2.5], [-3.1, -0.6, -3.4], [0.6, -1.1, -0.5], [-0.6, -1.3, -0.5], [0.1, 2.4, 0.9]]
}



No. 3
{
  "formula": "C5H12N3",
  "method": "ωB97M-V/def2-TZVPD",
  "smiles": "[H]/N=C(\\N)CC[N+](=C)C",
  "orbital_gap_ev": 8.872,
  "largest_force_ev_per_a": 6.28,
  "mol_weight_g_mol": 114.2,
  "e_lumo_ha": -0.161,
  "charge": 1,
  "elements": ["H", "N", "C", "N", "C", "C", "N", "C", "C", "H", "H", "H", "H", "H", "H", "H", "H", "H", "H", "H"],
  "xyz": [[-1.991849, -2.121002, 0.628116], [-1.258247, -1.400950, 0.296827], [-1.742382, -0.293339, 0.161071], [-2.931351, 0.180595, 0.515791], [-0.865232, 0.925304, -0.558425], [0.641867, 0.460684, -1.073740], [1.587382, -0.059177, -0.058989], [2.716464, -0.451358, -0.483025], [1.293349, -0.205184, 1.274271], [-3.246103, 1.127271, 0.178663], [-3.540182, -0.461694, 0.958516], [-1.416730, 1.060794, -1.480807], [-0.881417, 1.985556, -0.357079], [0.427993, -0.363138, -1.730945], [1.202664, 1.108765, -1.725857], [3.029923, -0.158357, -1.513205], [3.558882, -0.743746, 0.192412], [1.209819, 0.739240, 1.772977], [0.185177, -0.541145, 1.125241], [2.019976, -0.789123, 1.878181]],
  "forces_ev_per_a": [[1.6, 1.3, -0.5], [-0.1, -5.1, 0.6], [0.7, 6.1, -1.4], [-0.9, 2.2, -0.7], [1.6, -2.0, -1.3], [-3.0, -0.2, 0.5], [2.6, -0.1, -2.5], [2.3, 1.4, -0.9], [-3.5, -0.6, 2.5], [0.3, -1.9, 0.8], [-1.0, -0.1, 0.3], [0.0, -0.7, -0.8], [0.1, 0.1, 1.9], [-0.1, -0.7, 0.0], [-0.2, 1.0, 0.3], [-0.6, -0.9, 0.7], [-1.3, -0.2, -0.4], [0.0, 0.9, 0.0], [2.1, -0.5, 1.7], [-0.8, -0.1, -0.9]]
}



No. 4
{
  "formula": "C4H10O3",
  "method": "ωB97M-V/def2-TZVPD",
  "smiles": "C=CC(=C)O.O.O",
  "orbital_gap_ev": 8.220,
  "largest_force_ev_per_a": 2.30,
  "mol_weight_g_mol": 106.1,
  "e_lumo_ha": -0.006,
  "elements": ["C", "C", "C", "C", "O", "H", "H", "H", "H", "H", "H", "O", "H", "H", "O", "H", "H"],
  "xyz": [[-1.344257, -1.499452, -0.561297], [-0.297306, -1.109016, -1.343856], [0.641941, -0.002245, -1.037634], [0.703904, 1.076172, -1.820648], [1.574413, -0.127195, -0.057990], [-1.355916, -2.114239, 0.338497], [-2.356386, -1.466541, -0.975906], [-0.264080, -1.479115, -2.366980], [1.583705, 1.652502, -2.062340], [-0.115154, 1.345518, -2.482678], [1.236758, -0.344207, 0.845371], [-0.145042, 1.817879, 1.594791], [-0.291675, 1.882953, 0.642356], [-0.922399, 2.199148, 2.012196], [0.751691, -0.727558, 2.366481], [0.603544, 0.207517, 2.559294], [-0.003742, -1.312122, 2.350343]],
  "forces_ev_per_a": [[-0.5, -0.8, -0.5], [-1.1, 0.5, 0.5], [1.9, -0.8, 1.1], [-0.9, 0.3, -1.4], [0.7, -0.1, -0.2], [0.5, 1.7, 1.1], [0.4, -1.4, -0.8], [-0.9, 1.3, -0.5], [0.2, 0.3, 1.2], [0.1, -0.7, -0.3], [-0.2, -0.4, -0.5], [-0.1, 0.1, 0.2], [0.2, -0.1, -0.1], [0.0, 0.1, -0.1], [1.4, -0.4, 0.1], [-1.0, -0.2, 0.0], [-0.6, 0.6, 0.2]]
}